A molecular structure, C4H33N2O14 at a distorted geometry. Source: the Open Molecules 2025 dataset; level of theory: ωB97M-V with the def2-TZVPD basis set.

The geometry in XYZ format:
```
53
Properties=species:S:1:pos:R:3
O -0.08024 -0.65150 -1.93176
C 0.14474 -0.41496 -0.74392
N 1.35313 -0.76514 -0.24177
C 2.37287 -1.57918 -0.98715
O 3.48649 -1.50203 -0.19230
C -0.85397 0.21996 0.19616
N -1.02103 -0.64670 1.35888
C -1.66732 0.14267 2.45635
H 1.68022 -0.70675 0.69900
H 2.10620 -2.64076 -0.97123
H 2.44854 -1.19396 -2.01907
H -0.68896 1.32539 0.45754
H -1.76162 0.40544 -0.43121
H -1.81305 -1.24875 0.99458
H -0.81792 0.22075 3.14719
H -2.04020 1.15668 2.26121
H -2.50346 -0.37951 2.93270
H 3.85383 1.19757 0.62126
H 2.94299 0.92688 2.18394
O 2.93638 1.57558 1.45495
H 0.15264 -3.02306 3.01586
H -1.11416 -2.87325 2.20208
O -0.73570 -3.40213 2.92934
H -0.07747 1.54555 -2.49318
H 0.55320 2.59650 -1.62411
O 0.20091 2.47121 -2.53446
H 0.70376 -1.71008 -3.85721
H -0.61894 -2.14916 -3.23204
O -0.19836 -1.95309 -4.07242
H -3.16903 2.16265 -1.86701
H -2.08733 3.08651 -1.35929
O -2.77769 2.48777 -1.04346
H 1.91098 3.04221 -0.34170
H 1.97457 1.91592 0.55181
O 1.19249 2.48366 -0.00321
H 0.47082 2.43602 2.08553
H 1.01517 2.37060 3.44947
O 0.22828 2.69669 2.98833
H -4.18479 -1.50771 -0.57525
H -3.82650 -0.02715 -0.23508
O -3.64625 -0.94623 -0.00860
H 1.06705 -0.25888 3.77357
H 1.57643 -0.31281 2.42577
O 1.92709 -0.31977 3.32947
H -2.11601 0.98357 -3.14134
H -2.01783 -0.62719 -3.43838
O -2.51548 0.11592 -3.09635
H 4.00414 -0.53466 -0.23853
H 3.73138 1.12677 -1.02110
O 4.38045 0.79627 -0.38553
H -1.29829 -2.98904 -1.11223
H -2.53071 -2.10656 -1.06993
O -2.25243 -3.01876 -1.24616
```

**E_LUMO**: 2.4 eV
**Total charge**: -1
**ΔE to the lowest compared entry with this formula, charge and spin**: 120.2 kcal per mole
**Frontier orbital gap**: 9.1 eV